# C28H30F6N8O8S2W

A structure of composition C28H30F6N8O8S2W in a non-equilibrium geometry (the ωB97M-V functional and the def2-TZVPD basis, OMol25).

Last column: Löwdin spin population.
Element x y z (Å)
W: 0.942 -0.716 -0.028  1.48
F: -1.429 -5.680 -1.111  0.00
C: -0.939 -5.051 -0.072  0.00
F: -0.416 -5.905 0.788  0.00
F: -1.924 -4.396 0.561  0.00
S: 0.331 -3.731 -0.506  0.00
O: 0.345 -2.886 0.683  0.02
O: -0.137 -2.965 -1.624  0.01
N: 1.665 -4.517 -0.713  0.00
S: 2.895 -3.529 -0.774  0.01
O: 3.920 -3.837 -1.686  0.00
O: 2.346 -2.154 -0.867  0.03
C: 3.633 -3.589 0.979  0.00
F: 2.631 -3.720 1.847  0.00
F: 4.488 -4.570 1.148  0.00
F: 4.242 -2.429 1.221  0.00
O: 2.169 -0.543 3.801  0.03
C: 1.892 -0.238 2.657  0.02
O: 1.812 -1.085 1.644  0.02
C: 1.511 1.121 2.214  0.04
C: 1.732 2.286 2.938  0.00
C: 1.316 3.498 2.425  0.05
C: 0.627 3.489 1.197  -0.01
C: 0.430 2.318 0.520  0.04
N: 0.898 1.100 0.962  -0.01
H: 2.232 2.203 3.892  0.00
H: 1.505 4.421 2.946  0.00
H: 0.233 4.408 0.796  0.00
H: -0.125 2.290 -0.411  0.00
N: 3.498 0.195 -0.030  0.02
H: 3.789 1.169 -0.115  0.00
H: 4.000 -0.301 -0.765  0.00
H: 3.907 -0.136 0.843  0.00
N: -2.566 -2.464 4.645  0.00
C: -2.951 -1.144 4.080  0.00
C: -2.330 -0.995 2.681  0.00
N: -0.884 -1.141 2.689  0.01
C: -0.510 -2.405 3.311  0.00
C: -1.083 -2.567 4.723  0.00
H: -2.910 -3.206 4.021  0.00
H: -2.988 -2.608 5.571  0.00
H: -2.571 -0.372 4.751  0.00
H: -4.037 -1.062 4.030  0.00
H: -2.588 -0.018 2.273  0.00
H: -2.740 -1.754 2.011  0.00
H: -0.460 -0.367 3.201  0.00
H: 0.578 -2.472 3.354  0.00
H: -0.873 -3.217 2.678  0.00
H: -0.711 -1.776 5.377  0.00
H: -0.797 -3.533 5.141  0.00
N: -8.005 2.496 -3.080  0.01
C: -7.015 2.059 -2.709  0.00
C: -5.791 1.531 -2.227  0.02
C: -4.574 2.049 -2.675  0.00
C: -3.392 1.551 -2.175  0.02
C: -3.400 0.524 -1.224  0.01
C: -4.621 0.013 -0.777  0.02
C: -5.807 0.510 -1.275  0.00
C: -2.167 0.021 -0.738  0.10
C: -1.080 -0.378 -0.345  -0.02
H: -4.574 2.838 -3.409  0.00
H: -2.448 1.942 -2.515  0.00
H: -4.629 -0.776 -0.038  0.00
H: -6.751 0.115 -0.930  0.00
O: 2.553 5.967 -2.617  0.00
C: 2.996 5.507 -3.875  0.00
N: 2.467 4.178 -4.060  0.00
C: 3.052 3.127 -3.443  0.00
O: 4.157 3.123 -2.954  0.00
C: 2.203 1.875 -3.373  0.00
C: 1.825 1.120 -4.483  0.03
C: 1.074 -0.029 -4.232  0.00
C: 0.782 -0.415 -2.945  0.02
N: 1.205 0.270 -1.829  0.00
C: 1.885 1.428 -2.107  0.02
H: 3.052 6.754 -2.372  0.00
H: 4.091 5.442 -3.921  0.00
H: 2.624 6.149 -4.684  0.00
H: 1.494 4.104 -4.322  0.00
H: 2.115 1.395 -5.483  0.00
H: 0.719 -0.638 -5.048  0.00
H: 0.184 -1.307 -2.775  0.00
H: 2.181 2.034 -1.258  0.00

Output
Total charge = +2
Spin multiplicity = 3
<S²> = 2.03
E_tot = -3587.05056 Eh
Kohn-Sham gap (spin up / spin down) = 6.44 / 6.72 eV
E_HOMO (spin up / spin down) = -0.4659 / -0.4921 hartree



# C28H30FN3O3SiV

A structure of composition C28H30FN3O3SiV in a non-equilibrium geometry (the ωB97M-V functional and the def2-TZVPD basis, OMol25).

Last column: Löwdin spin population.
Element x y z (Å)
V: 0.000 0.000 0.000  2.08
C: -4.572 3.923 4.305  0.00
C: -3.905 4.381 3.015  0.00
N: -3.426 3.236 2.230  0.01
C: -2.138 2.752 2.425  0.00
C: -1.554 1.742 1.768  0.00
C: -0.147 1.331 2.162  0.01
O: 0.024 1.182 3.411  0.00
O: 0.707 1.275 1.236  0.02
C: -2.332 1.070 0.719  0.02
O: -1.917 0.154 0.020  0.01
C: -3.744 1.502 0.549  0.00
C: -4.539 0.806 -0.368  0.00
C: -5.880 1.124 -0.496  0.00
F: -6.611 0.394 -1.353  0.00
C: -6.476 2.135 0.279  0.00
C: -5.634 2.854 1.157  0.00
C: -4.266 2.558 1.324  0.00
N: -7.858 2.465 0.254  0.00
C: -8.600 2.059 -0.960  0.00
C: -10.013 2.671 -0.937  0.00
N: -10.726 2.266 0.334  0.00
C: -9.952 2.661 1.570  0.00
C: -8.522 2.086 1.526  0.00
H: -4.908 4.788 4.884  0.00
H: -3.876 3.349 4.925  0.00
H: -5.442 3.289 4.108  0.00
H: -3.060 5.033 3.273  0.00
H: -4.580 5.018 2.432  0.00
H: -1.580 3.261 3.211  0.00
H: -4.118 -0.002 -0.961  0.00
H: -6.078 3.663 1.727  0.00
H: -8.709 0.969 -1.002  0.00
H: -8.085 2.406 -1.863  0.00
H: -10.622 2.308 -1.769  0.00
H: -9.985 3.765 -0.948  0.00
H: -10.858 1.246 0.332  0.00
H: -11.659 2.693 0.358  0.00
H: -10.511 2.280 2.429  0.00
H: -9.943 3.756 1.595  0.00
H: -8.564 0.992 1.611  0.00
H: -7.983 2.470 2.399  0.00
C: 5.204 -2.632 1.885  0.00
C: 4.232 -3.261 2.657  0.00
C: 2.885 -3.173 2.297  0.00
C: 2.491 -2.452 1.156  -0.01
C: 3.486 -1.821 0.389  0.00
C: 4.832 -1.913 0.751  0.00
Si: 0.678 -2.323 0.688  -0.05
C: 0.480 -3.583 -0.689  -0.01
C: -0.084 -4.845 -0.428  0.00
C: -0.245 -5.782 -1.452  0.00
C: 0.155 -5.474 -2.750  0.00
C: 0.715 -4.230 -3.026  0.00
C: 0.876 -3.289 -2.005  0.00
H: 6.252 -2.703 2.164  0.00
H: 4.520 -3.823 3.541  0.00
H: 2.147 -3.677 2.920  0.00
H: 3.230 -1.255 -0.505  0.00
H: 5.591 -1.426 0.145  0.00
H: -0.140 -2.743 1.837  -0.01
H: -0.404 -5.115 0.578  0.00
H: -0.681 -6.753 -1.233  0.00
H: 0.031 -6.205 -3.544  0.00
H: 1.031 -3.991 -4.038  0.00
H: 1.320 -2.328 -2.256  0.00
H: 0.607 0.333 -1.610  -0.06

Output
Total charge = +1
Spin multiplicity = 3
<S²> = 2.06
E_tot = -2808.03522 Eh
Kohn-Sham gap (spin up / spin down) = 5.94 / 5.53 eV
E_HOMO (spin up / spin down) = -0.3510 / -0.3361 hartree



# C28H30N4O2S2Ti

A structure of composition C28H30N4O2S2Ti (the ωB97M-V functional and the def2-TZVPD basis, OMol25).

Last column: Löwdin charge in e.
Element x y z (Å)
Ti: -0.247 -0.316 0.439  0.78
C: 0.177 -2.880 -1.562  -0.05
N: -0.519 -1.574 -1.733  -0.17
C: -1.920 -1.918 -2.105  -0.15
C: -2.783 -0.815 -2.689  -0.18
N: -2.637 0.440 -2.011  -0.18
C: -2.733 1.626 -2.843  -0.06
C: -3.099 0.559 -0.688  -0.28
C: -4.295 -0.004 -0.253  -0.02
C: -4.706 0.149 1.063  -0.08
C: -3.932 0.871 1.967  -0.07
C: -2.739 1.429 1.547  -0.10
C: -2.297 1.270 0.229  -0.61
S: -0.712 1.856 -0.296  0.71
C: 0.218 -0.842 -2.754  -0.28
C: -0.078 -0.969 -4.105  -0.04
C: 0.668 -0.289 -5.058  -0.08
C: 1.737 0.498 -4.658  -0.09
C: 2.072 0.577 -3.317  -0.10
C: 1.331 -0.100 -2.352  -0.57
S: 1.850 -0.082 -0.671  0.73
H: 1.190 -2.711 -1.207  0.07
H: 0.201 -3.401 -2.525  0.10
H: -0.365 -3.485 -0.841  0.08
H: -2.381 -2.305 -1.197  0.10
H: -1.908 -2.745 -2.829  0.13
H: -3.819 -1.195 -2.699  0.12
H: -2.529 -0.628 -3.731  0.10
H: -2.502 2.506 -2.246  0.06
H: -3.738 1.745 -3.273  0.09
H: -2.000 1.565 -3.649  0.09
H: -4.914 -0.562 -0.944  0.11
H: -5.639 -0.296 1.384  0.11
H: -4.255 0.990 2.992  0.11
H: -2.112 1.979 2.237  0.11
H: -0.883 -1.610 -4.435  0.11
H: 0.411 -0.381 -6.105  0.10
H: 2.318 1.042 -5.390  0.10
H: 2.920 1.168 -2.997  0.10
C: 2.406 1.576 2.986  0.00
C: 1.807 0.331 2.412  -0.46
O: 0.590 0.473 1.958  -0.24
C: 2.468 -0.865 2.401  -0.04
C: 1.788 -2.081 2.119  -0.31
C: 2.292 -3.370 2.695  -0.02
N: 0.663 -2.030 1.463  -0.05
N: -0.148 -3.149 1.577  0.10
C: -1.355 -2.801 1.285  -0.43
O: -1.666 -1.573 0.930  -0.16
C: -2.446 -3.806 1.319  -0.14
C: -3.755 -3.411 1.068  -0.02
C: -4.780 -4.348 1.082  -0.07
C: -4.500 -5.680 1.344  -0.09
C: -3.191 -6.075 1.594  -0.08
C: -2.166 -5.146 1.584  -0.03
H: 1.776 1.942 3.798  0.09
H: 2.433 2.353 2.221  0.09
H: 3.412 1.396 3.358  0.08
H: 3.461 -0.908 2.823  0.11
H: 3.331 -3.269 3.001  0.08
H: 2.191 -4.171 1.965  0.08
H: 1.697 -3.652 3.564  0.09
H: -3.957 -2.370 0.871  0.08
H: -5.798 -4.035 0.890  0.10
H: -5.297 -6.411 1.354  0.10
H: -2.970 -7.114 1.798  0.10
H: -1.145 -5.442 1.778  0.11

Output
E_tot = -3100.44486 Eh
Kohn-Sham gap = 7.41 eV
E_HOMO = -0.2770 hartree
Energy relative to the best compared isomer or geometry (same formula, charge and spin) = 0.948 eV



# C28H30N4O4

An isolated molecule of C28H30N4O4 (the ωB97M-V functional and the def2-TZVPD basis, OMol25).

Last column: Löwdin charge in e.
Element x y z (Å)
C: -4.248 0.961 0.228  0.02
C: -2.762 0.720 0.117  -0.43
C: -1.887 1.904 -0.265  0.03
C: -0.683 1.648 0.231  0.06
H: 0.235 2.192 0.134  0.11
C: -0.821 0.285 0.859  -0.34
C: 0.137 -0.364 1.838  -0.09
N: -0.047 -1.785 1.576  0.08
C: -0.680 -2.051 0.389  -0.35
O: -1.013 -3.134 -0.029  0.10
C: -0.921 -0.728 -0.312  -0.05
H: -0.163 -0.568 -1.082  0.18
C: -2.334 -0.473 -0.833  -0.07
C: -2.376 -0.064 -2.294  -0.41
O: -1.469 0.541 -2.822  0.09
N: -3.547 -0.401 -2.898  0.14
C: -3.969 -0.147 -4.211  -0.22
C: -3.196 0.550 -5.133  -0.01
C: -3.684 0.768 -6.409  -0.08
C: -4.933 0.301 -6.780  -0.10
C: -5.703 -0.394 -5.861  -0.09
C: -5.226 -0.617 -4.584  -0.04
H: -5.829 -1.161 -3.869  0.11
H: -6.679 -0.764 -6.140  0.10
H: -5.306 0.475 -7.778  0.10
H: -3.078 1.309 -7.120  0.10
H: -2.223 0.912 -4.848  0.10
H: -4.208 -0.935 -2.350  0.14
H: -2.979 -1.331 -0.631  0.16
C: 0.475 -2.733 2.460  -0.14
C: 0.137 -4.086 2.385  0.02
C: 0.683 -4.965 3.303  -0.05
C: 1.544 -4.475 4.271  -0.16
N: 1.874 -3.198 4.349  0.06
C: 1.362 -2.356 3.474  -0.08
H: 1.694 -1.334 3.587  0.10
H: 1.993 -5.121 5.013  0.10
H: 0.438 -6.015 3.263  0.10
H: -0.532 -4.436 1.618  0.10
H: -0.150 -0.136 2.870  0.17
C: 1.581 0.075 1.524  -0.46
O: 2.252 -0.514 0.708  0.11
N: 1.969 1.159 2.221  0.12
H: 1.307 1.586 2.848  0.15
C: 3.285 1.783 2.103  -0.30
C: 3.525 2.309 0.686  -0.15
C: 4.891 2.984 0.601  -0.20
C: 5.994 2.007 0.997  -0.21
C: 5.753 1.478 2.407  -0.20
C: 4.390 0.799 2.494  -0.15
H: 4.213 0.432 3.508  0.12
H: 4.356 -0.051 1.813  0.12
H: 6.533 0.765 2.677  0.11
H: 5.796 2.306 3.119  0.11
H: 6.965 2.503 0.946  0.11
H: 6.003 1.171 0.295  0.12
H: 5.056 3.342 -0.416  0.11
H: 4.913 3.849 1.269  0.11
H: 2.739 3.020 0.419  0.11
H: 3.481 1.471 -0.009  0.12
H: 3.290 2.626 2.804  0.15
O: -2.163 0.306 1.340  0.03
H: -2.223 2.733 -0.854  0.13
H: -4.646 1.262 -0.738  0.09
H: -4.749 0.057 0.565  0.09
H: -4.435 1.749 0.952  0.09

Output
E_tot = -1605.02400 Eh
Kohn-Sham gap = 9.20 eV
SMILES = C[C@@]12C=C[C@]3(O1)[C@H](C(=O)NC1CCCCC1)N(c1cccnc1)C(=O)[C@H]3[C@@H]2C(=O)Nc1ccccc1
E_HOMO = -0.3185 hartree
Energy relative to the best compared isomer or geometry (same formula, charge and spin) = 0.000 eV